Below is a single C16H18FNO4S2 molecule in a non-equilibrium geometry, with properties calculated with ωB97M-V/def2-TZVPD.

Output
Relative energy (zero: lowest compared OMol25 entry of this formula, charge and spin) = 1421.4 kJ/mol
HOMO = -8.775 eV
LUMO level = -0.024 eV
Orbital gap = 8.751 eV
Spin multiplicity = 1
DFT total energy = -1871.9076 hartree
M = 371.455 g/mol

Structure (XYZ):
```
42
Properties=species:S:1:pos:R:3:forces:R:3
C -2.5116 0.3247 3.3689 2.471 -6.787 4.783
C -1.8090 -0.9038 2.8609 0.683 0.816 5.491
O -2.2446 -1.0104 1.5755 1.310 -1.364 -1.263
C -1.1453 -1.2544 0.8480 -1.073 0.452 -4.057
O -0.0223 -1.3214 1.2157 1.183 -0.778 0.271
C -1.5507 -1.1647 -0.6486 0.554 -7.689 2.025
C -1.6197 0.1488 -1.0486 -7.269 3.301 -1.561
N -0.4960 1.0339 -1.1582 -3.738 -3.854 -3.925
C -0.2360 1.0857 -2.5702 15.873 -3.232 9.268
C 0.5852 -0.1980 -3.1831 -9.246 2.632 -0.815
C -0.2231 -1.0511 -3.9884 0.363 1.272 -1.927
C 0.4617 -2.2396 -4.4009 3.530 3.831 4.853
C 1.7386 -2.2661 -3.6662 -3.305 -0.006 -1.008
S 1.8468 -0.8542 -2.5706 4.828 -4.205 0.123
S -0.4163 2.1762 -0.1279 13.398 -0.982 -0.792
O 0.3397 3.1885 -0.7709 -0.662 1.864 -0.719
O -1.3861 2.3319 0.7647 -8.114 1.327 5.247
C 1.0878 1.3035 0.9838 -0.667 2.430 -9.018
C 0.8420 1.3290 2.2409 11.520 -5.752 4.469
C 1.9910 0.8213 3.0839 0.434 1.006 -7.904
C 3.2869 0.4598 2.2608 -3.816 -1.280 16.326
F 4.2402 -0.2153 3.2234 -1.549 1.771 -2.502
C 3.3604 0.3626 1.0613 1.153 1.606 -12.504
C 2.2699 1.0737 0.2723 0.256 -2.612 7.718
H -3.4562 0.2131 3.4858 -6.596 -0.604 -0.683
H -2.3134 0.5339 4.3715 1.308 0.134 1.996
H -2.1672 1.0161 2.8973 2.971 8.616 -5.794
H -0.6245 -0.7985 2.9736 -2.982 -0.394 -0.248
H -2.1965 -1.7034 3.5359 0.656 -0.249 -0.972
H -0.8111 -1.6694 -1.2494 0.385 -0.865 0.027
H -2.5655 -1.8312 -0.6970 2.179 2.131 -0.315
H -2.4402 0.4114 -0.3061 1.005 1.593 -0.836
H -2.2910 0.1312 -2.0512 1.805 0.488 1.830
H -0.6124 1.4491 -3.2692 -8.355 5.670 -10.110
H 0.7684 1.9658 -2.5453 -2.669 -2.319 -0.258
H -1.1615 -0.6632 -4.5522 1.592 -0.739 1.392
H 0.0478 -2.8471 -5.1006 -0.557 -2.165 -1.766
H 2.3740 -3.1409 -3.6759 0.418 0.445 0.298
H 0.1220 1.7389 2.6289 -7.848 3.905 4.194
H 2.1633 1.0771 4.0385 0.106 0.291 3.558
H 4.3327 0.0520 0.5578 -1.589 0.195 0.522
H 2.4419 0.9045 -0.6690 0.054 0.098 -5.417
```
Forces are in eV/Å.

These are the Mulliken partial charges, in e, on atoms 1 to 4: -1.816 0.166 -0.352 0.427

Below is a molecular structure, C16H18IN3O2V in a non-equilibrium geometry, with properties calculated with ωB97M-V/def2-TZVPD.

Output
<S²> = 3.780
Relative energy (zero: lowest compared OMol25 entry of this formula, charge and spin) = 0.0 kJ/mol
HOMO (alpha / beta) = -6.560 / -8.407 eV
LUMO level (alpha / beta) = -0.583 / -0.906 eV
Orbital gap (alpha / beta) = 5.977 / 7.501 eV
Spin multiplicity = 4
DFT total energy = -2177.0461 hartree
M = 462.187 g/mol

Structure (XYZ):
```
41
Properties=species:S:1:pos:R:3:forces:R:3
C 3.2678 4.1548 0.8417 0.413 0.176 0.178
C 4.3409 3.1695 0.3720 0.232 0.301 0.182
H 2.8662 4.7091 -0.0089 -0.129 -0.117 0.142
H 3.7228 4.9004 1.5102 -0.120 -0.209 -0.030
H 2.4487 3.6558 1.3741 0.242 0.194 -0.197
H 3.9652 2.4354 -0.3449 -0.071 0.042 0.149
H 5.1554 3.7224 -0.1112 -0.106 -0.121 -0.035
H 4.7903 2.6523 1.2263 -0.148 -0.104 -0.158
C -2.6674 1.4267 -0.7928 0.083 -1.068 -0.689
C -3.8982 1.3074 -1.4399 0.347 0.237 0.474
C -4.1157 0.2271 -2.3019 0.135 -0.069 -0.089
C -3.1102 -0.7048 -2.5131 0.181 0.227 0.227
H -2.4066 2.2189 -0.0945 -0.251 -0.090 -0.244
H -4.6703 2.0558 -1.2334 0.281 -0.395 -0.191
H -5.0634 0.1018 -2.8132 0.021 0.105 0.103
H -3.2150 -1.5840 -3.1460 -0.340 0.447 0.074
N -1.6792 0.5149 -1.0041 -1.592 -0.047 -0.657
C -1.8971 -0.5313 -1.8532 -0.785 1.139 0.769
C -0.8100 -1.4650 -1.9162 1.281 -0.554 0.160
N 0.3009 -1.0862 -1.2009 0.188 -1.399 -0.328
C 1.3631 -1.9495 -1.1574 -0.985 -0.137 -0.616
C 0.1649 -3.5731 -2.5260 -0.141 0.370 0.052
C 1.2905 -3.1896 -1.7943 0.687 0.290 0.440
H 2.2420 -1.5963 -0.6048 -0.394 -0.293 -0.203
H 2.1382 -3.8632 -1.7097 -0.094 0.120 -0.027
C -0.8870 -2.6807 -2.5990 0.214 0.336 0.169
H -1.7797 -2.8890 -3.1701 0.098 -0.219 0.035
H 0.1015 -4.5321 -3.0340 0.150 0.172 0.156
V 0.1014 0.5820 -0.1082 0.805 0.153 -0.046
I 0.5165 2.9578 -0.8134 0.258 1.259 -0.593
O -2.2898 -1.2562 1.4010 0.321 0.189 0.739
C -1.3420 -0.9532 2.1019 0.944 0.381 -0.286
C -0.9576 -1.5054 3.4822 -0.639 -0.194 -0.080
C 0.4844 -1.0786 3.6941 0.584 0.069 0.274
C 0.8514 -0.2754 2.4476 -0.975 -0.010 -0.839
O 1.9518 0.0940 2.0308 -1.006 -0.260 0.430
N -0.3133 -0.0845 1.6962 0.074 -1.171 1.051
H -1.6186 -1.0830 4.2527 0.035 -0.209 -0.312
H -1.0787 -2.5968 3.4770 -0.094 0.314 0.045
H 0.5890 -0.4638 4.5974 0.209 -0.102 -0.273
H 1.1468 -1.9442 3.7858 0.086 0.244 0.039
```
Forces are in eV/Å.

These are the Mulliken partial charges, in e, on atoms 1 to 4: -0.749 -0.697 0.215 0.326

Below is a single C16H18N2O2S2 molecule, with properties calculated with ωB97M-V/def2-TZVPD.

Output
Relative energy (zero: lowest compared OMol25 entry of this formula, charge and spin) = 0.0 kJ/mol
HOMO = -8.033 eV
LUMO level = 0.388 eV
Orbital gap = 8.421 eV
Spin multiplicity = 1
DFT total energy = -1676.8695 hartree
M = 334.466 g/mol

Structure (XYZ):
```
40
Properties=species:S:1:pos:R:3:forces:R:3
C -1.1304 -3.4461 -1.0150 0.036 -0.052 -0.011
C -1.5082 -2.1378 -0.4194 0.333 0.052 0.387
N -2.6191 -1.5029 -0.8776 -0.166 -0.199 -0.299
C -2.8244 -0.3339 -0.1903 0.201 0.436 0.508
C -3.8117 0.6301 -0.3265 -0.067 0.004 -0.068
C -3.7538 1.7177 0.5206 -0.127 -0.002 -0.115
C -2.7431 1.8380 1.4759 0.076 0.075 0.098
C -1.7614 0.8799 1.6133 -0.055 0.096 0.090
C -1.7962 -0.2261 0.7672 -0.228 -0.203 -0.284
C -0.9484 -1.3828 0.6020 -0.638 0.166 -0.205
C 0.2452 -1.5872 1.4036 0.382 -0.458 0.029
O 0.4908 -0.9183 2.3882 -0.085 0.004 -0.038
C 1.2700 -2.6006 0.9190 0.302 0.278 -0.030
S 1.9278 -1.9824 -0.6645 0.104 -0.154 0.067
C 2.8781 -0.5962 -0.0198 0.124 -0.241 -0.040
S 3.9145 -0.8453 1.2225 0.317 -0.106 0.448
N 2.7243 0.5651 -0.6597 -0.071 -0.170 0.004
C 3.3897 1.7677 -0.1984 0.149 0.529 0.275
C 2.3395 2.7104 0.3994 0.317 -0.157 0.001
O 1.3480 3.0207 -0.5536 -0.043 0.232 -0.063
C 0.6966 1.8557 -0.9963 -0.005 -0.335 -0.217
C 1.6913 0.8674 -1.6257 -0.578 0.288 -0.248
H -0.1531 -3.3886 -1.4931 -0.018 -0.046 -0.063
H -1.0935 -4.2235 -0.2530 -0.006 -0.057 -0.027
H -1.8631 -3.7390 -1.7646 0.005 -0.073 -0.043
H -3.2150 -1.8545 -1.6099 0.097 0.001 0.096
H -4.5927 0.5309 -1.0658 -0.098 0.025 -0.068
H -4.5047 2.4900 0.4464 -0.072 0.054 -0.021
H -2.7358 2.7028 2.1222 0.009 0.076 0.062
H -0.9882 0.9680 2.3596 0.043 0.004 0.036
H 2.1012 -2.6597 1.6241 -0.177 -0.065 -0.055
H 0.8554 -3.5853 0.7278 -0.043 -0.063 -0.051
H 4.1404 1.5043 0.5465 -0.093 0.040 -0.153
H 3.8701 2.2471 -1.0571 -0.027 -0.004 0.040
H 2.7947 3.6570 0.6922 0.022 -0.087 0.038
H 1.8849 2.2322 1.2795 0.050 0.029 -0.033
H -0.0429 2.1737 -1.7326 -0.006 -0.084 0.030
H 0.1826 1.3657 -0.1561 0.042 0.028 -0.114
H 1.1770 -0.0424 -1.9318 0.039 0.169 0.014
H 2.1638 1.3285 -2.4993 -0.043 -0.030 0.024
```
Forces are in eV/Å.

These are the Mulliken partial charges, in e, on atoms 1 to 4: -1.577 0.407 0.060 -0.646

Below is a single C16H18N2O4S molecule, with properties calculated with ωB97M-V/def2-TZVPD.

Output
Relative energy (zero: lowest compared OMol25 entry of this formula, charge and spin) = 43.8 kJ/mol
HOMO = -8.995 eV
LUMO level = 0.478 eV
Orbital gap = 9.473 eV
Spin multiplicity = 1
DFT total energy = -1429.1874 hartree
M = 334.397 g/mol

Structure (XYZ):
```
41
Properties=species:S:1:pos:R:3:forces:R:3
C 0.5182 -1.8100 7.4643 -0.061 -0.078 -0.468
C 0.9439 -2.3609 6.1167 0.420 -0.138 0.257
O 0.0059 -1.9172 5.1317 -0.259 0.152 -0.017
C 0.3751 -2.0864 3.8478 -0.109 0.074 0.155
O 1.4189 -2.5671 3.4961 0.227 -0.135 -0.117
N -0.6262 -1.6123 3.0446 -0.432 0.177 0.328
C -0.6867 -1.5805 1.6555 0.112 -0.038 -0.325
C -1.8053 -0.9885 1.0639 0.137 -0.060 0.029
C -1.9119 -0.9251 -0.3117 -0.087 0.015 0.045
C -0.9068 -1.4565 -1.0964 -0.149 0.012 -0.747
S -1.0003 -1.3040 -2.8769 0.404 0.143 -0.001
O -2.3449 -0.9744 -3.2431 -0.014 0.202 0.274
O -0.3515 -2.4240 -3.4875 0.241 0.043 0.247
N -0.0591 0.0246 -3.2163 -0.477 -0.757 -0.139
C -0.5010 1.2940 -2.6837 -0.276 0.320 0.259
C 0.0853 2.4385 -3.4673 0.070 -0.037 0.023
C 0.7384 3.4845 -2.8321 -0.082 -0.093 0.029
C 1.2712 4.5285 -3.5701 0.043 0.108 -0.009
C 1.1621 4.5294 -4.9494 0.049 0.080 0.013
C 0.5161 3.4840 -5.5898 -0.049 -0.028 -0.070
C -0.0214 2.4451 -4.8529 0.000 0.021 0.041
C 0.2018 -2.0509 -0.5252 -0.023 -0.021 0.053
C 0.3188 -2.1179 0.8507 0.102 -0.030 -0.004
H 0.5111 -0.7236 7.4415 0.012 0.102 0.050
H -0.4799 -2.1595 7.7135 -0.087 -0.024 0.098
H 1.2131 -2.1447 8.2285 0.061 -0.030 0.092
H 0.9548 -3.4565 6.1219 0.035 0.149 -0.039
H 1.9427 -2.0102 5.8362 -0.161 -0.097 0.046
H -1.4229 -1.2331 3.5386 0.178 -0.084 -0.058
H -2.5878 -0.5812 1.6874 -0.093 0.049 0.057
H -2.7696 -0.4828 -0.7927 -0.146 0.067 0.027
H 0.9264 -0.1623 -3.1246 0.204 -0.168 -0.002
H -1.5894 1.2820 -2.7955 0.068 0.187 0.131
H -0.2599 1.3992 -1.6146 -0.079 0.035 -0.144
H 0.8280 3.4862 -1.7547 0.014 -0.024 0.105
H 1.7752 5.3400 -3.0660 0.043 0.061 0.035
H 1.5802 5.3422 -5.5246 0.037 0.060 -0.047
H 0.4297 3.4816 -6.6663 -0.013 -0.006 -0.090
H -0.5253 1.6237 -5.3388 -0.039 -0.092 -0.107
H 0.9571 -2.4734 -1.1689 0.155 -0.098 0.003
H 1.1761 -2.5804 1.3100 0.023 -0.020 -0.013
```
Forces are in eV/Å.

These are the Mulliken partial charges, in e, on atoms 1 to 4: -1.207 -0.212 -0.383 0.594

Below is a molecular structure, C16H18N2O5V in a non-equilibrium geometry, with properties calculated with ωB97M-V/def2-TZVPD.

Output
<S²> = 2.254
Relative energy (zero: lowest compared OMol25 entry of this formula, charge and spin) = 0.0 kJ/mol
HOMO (alpha / beta) = -17.349 / -17.279 eV
LUMO level (alpha / beta) = -15.062 / -15.169 eV
Orbital gap (alpha / beta) = 2.287 / 2.111 eV
Net charge = +3
Spin multiplicity = 3
DFT total energy = -2048.9197 hartree
M = 369.273 g/mol

Structure (XYZ):
```
42
Properties=species:S:1:pos:R:3:forces:R:3
V 3.3227 0.7190 0.2691 -2.523 -1.585 0.721
O 2.7700 -0.5989 -2.5282 0.846 2.256 4.693
C 2.9747 -0.1026 -1.4994 -0.890 -3.176 -6.769
C 3.3346 1.5036 2.0576 0.205 3.956 8.322
O 3.3267 2.0115 3.1159 -0.024 -2.826 -5.810
C 3.0037 2.4166 -0.5320 -3.127 7.506 -2.759
O 2.5342 3.4165 -0.9006 2.458 -4.548 1.527
C 4.8549 -0.4139 0.5129 6.328 -6.436 1.885
O 5.6416 -1.2447 0.7651 -3.935 4.189 -1.302
C 6.4277 1.6526 -0.3006 -0.540 -0.618 -1.588
H 6.7885 0.6550 -0.5658 0.194 0.421 0.088
H 6.2086 2.3144 -1.1446 0.171 -0.086 0.274
C 6.3383 2.0710 0.9673 -0.618 0.412 1.347
H 6.0270 3.0905 1.2124 0.197 -0.202 -0.121
H 6.6225 1.4449 1.8161 0.055 0.086 -0.225
C -4.5818 0.4749 -2.5045 0.018 0.878 -0.361
C -4.2304 -0.8727 -1.9275 0.560 -1.136 0.336
N -3.2789 -0.7854 -0.7697 -0.361 0.820 -0.428
C -3.9729 -0.4664 0.4947 0.504 0.031 0.074
C -5.0091 -1.5389 0.8271 -0.241 0.125 0.044
C -1.9324 -0.5268 -1.0295 -0.567 0.618 -1.517
O -1.5628 -0.2514 -2.1750 -0.105 -0.491 1.526
C -0.9197 -0.6109 0.0850 -0.105 -0.227 -0.245
C -1.1240 -1.4729 1.1612 0.765 0.322 0.429
C -0.0952 -1.5655 2.1016 0.941 0.270 -0.254
C 1.1246 -0.9211 1.8419 -0.141 -0.323 0.502
N 1.3500 -0.1521 0.7428 0.461 0.469 -0.036
C 0.3135 0.0315 -0.0895 -1.005 -0.468 -0.458
H -5.0199 1.1560 -1.7738 -0.060 -0.131 0.079
H -5.3118 0.3394 -3.3079 0.117 -0.070 0.127
H -3.6927 0.9478 -2.9197 -0.068 -0.020 -0.076
H -5.1204 -1.3738 -1.5345 0.319 0.168 -0.223
H -3.8037 -1.5256 -2.7023 0.128 0.289 0.289
H -3.2262 -0.3520 1.2867 -0.257 0.061 -0.124
H -4.4531 0.5318 0.3897 0.183 -0.432 -0.105
H -4.5653 -2.5242 0.7184 -0.002 -0.194 0.017
H -5.3594 -1.4288 1.8544 0.032 0.109 -0.096
H -5.8726 -1.4708 0.1578 0.114 -0.060 0.408
H -2.0375 -2.0509 1.2846 0.232 0.114 -0.065
H -0.2061 -2.1567 3.0060 0.124 0.044 -0.158
H 1.9828 -1.0177 2.5123 -0.429 -0.139 0.000
H 0.4294 0.6476 -0.9754 0.047 0.026 0.031
```
Forces are in eV/Å.

These are the Mulliken partial charges, in e, on atoms 1 to 4: 0.130 -0.102 0.562 0.488

Below is a molecular structure, C16H18N2O5Yb in a non-equilibrium geometry, with properties calculated with ωB97M-V/def2-TZVPD.

Output
<S²> = 0.775
Relative energy (zero: lowest compared OMol25 entry of this formula, charge and spin) = 167.2 kJ/mol
HOMO (alpha / beta) = -16.887 / -16.887 eV
LUMO level (alpha / beta) = -11.189 / -13.524 eV
Orbital gap (alpha / beta) = 5.698 / 3.364 eV
Net charge = +3
Spin multiplicity = 2
DFT total energy = -2263.7182 hartree
M = 491.369 g/mol

Structure (XYZ):
```
42
Properties=species:S:1:pos:R:3:forces:R:3
Yb -0.2802 1.0481 -1.9415 0.305 -0.775 -1.552
C -0.2078 3.0745 -0.6203 -1.206 5.405 4.495
O -0.4240 3.9732 0.0895 1.213 -4.353 -3.571
C -0.0391 3.1029 -3.6272 -0.892 5.616 -2.173
O -0.1320 4.1952 -4.0190 0.593 -5.340 1.777
C -2.5461 2.2618 -2.1193 -4.850 4.118 -0.816
O -3.3919 3.0479 -2.2695 4.203 -4.009 0.760
C 2.1300 2.0388 -2.3175 5.536 0.942 -1.265
O 3.2168 2.3184 -2.6091 -4.971 -1.152 1.347
C 0.0635 -1.4341 -6.2405 0.033 2.314 0.561
H 1.0156 -1.8685 -5.8992 -0.611 -0.207 -0.533
H -0.8967 -1.8397 -5.8893 0.589 -0.358 -0.642
C 0.0667 -0.1753 -6.7771 -0.115 -1.058 1.907
H -0.9040 0.3449 -6.8795 0.798 -0.245 -0.479
H 1.0170 0.3864 -6.8305 -0.706 -0.368 -0.639
C -2.8423 -1.1332 4.0936 -0.503 -0.509 -0.442
C -1.5102 -0.3515 4.2647 -0.598 0.444 0.041
N -0.6868 -0.3648 3.0487 0.203 1.095 2.349
C -0.0402 0.9285 2.6255 -1.015 0.461 -0.368
C 1.4748 0.9634 2.6433 0.425 -0.467 0.276
C -0.2301 -1.6229 2.6699 0.021 -3.303 -0.810
O -0.4367 -2.6369 3.3582 0.705 2.731 -1.305
C 0.4476 -1.6755 1.3180 -0.045 -0.261 0.210
C 1.5539 -2.5310 1.1098 -0.197 0.325 0.516
C 2.1934 -2.5184 -0.1316 0.582 -0.484 0.131
C 1.7864 -1.5782 -1.0650 0.083 0.200 -0.073
N 0.8251 -0.6650 -0.7856 -1.207 -1.087 -0.986
C 0.0324 -0.8326 0.2820 1.506 -0.573 0.681
H -3.4536 -0.6528 3.3017 0.305 -0.262 0.492
H -3.4049 -1.0844 5.0423 0.365 0.066 -0.407
H -2.6720 -2.2032 3.8407 -0.133 0.867 0.273
H -1.7347 0.6970 4.5273 0.321 -0.548 -0.122
H -0.9506 -0.8457 5.0902 -0.006 0.190 -0.448
H -0.4001 1.1525 1.6044 0.013 -0.083 0.550
H -0.4619 1.7176 3.2700 0.169 -0.534 -0.148
H 1.9342 0.3057 1.9031 -0.059 0.058 0.120
H 1.8324 1.9774 2.4496 -0.260 0.001 0.084
H 1.8277 0.6761 3.6323 0.177 0.033 0.024
H 1.9043 -3.1652 1.9499 -0.285 0.350 -0.729
H 3.0516 -3.1974 -0.3445 -0.942 0.545 0.122
H 2.1779 -1.5673 -2.0961 0.178 0.233 0.786
H -0.9051 -0.2665 0.3477 0.278 -0.019 0.009
```
Forces are in eV/Å.

These are the Mulliken partial charges, in e, on atoms 1 to 4: 1.081 0.320 -0.102 0.276